Record 1
This record from the Open Molecules 2025 dataset describes a molecular structure, C56H53BiBrIN3O3P2S2. The level of theory is wB97M-V/def2-TZVPD.

Geometry as ORCA input:
```
! RIJCOSX wB97M-V def2-TZVPD def2/J DEFGRID3
* xyz 1 1
Bi -0.634 -0.311 -0.117
C -4.023 -0.730 -1.199
P -3.090 -1.518 0.147
C -2.962 -3.270 -0.292
C -2.892 -4.234 0.713
C -2.744 -5.571 0.380
C -2.667 -5.953 -0.953
C -2.736 -4.995 -1.954
C -2.877 -3.653 -1.630
C -4.088 -1.403 1.642
C -3.491 -1.583 2.887
C -4.252 -1.497 4.042
C -5.611 -1.236 3.958
C -6.212 -1.061 2.718
C -5.456 -1.141 1.561
C -3.111 -0.400 -2.347
C -3.446 -0.011 -3.624
C -2.226 0.276 -4.289
C -1.215 0.046 -3.382
C 0.258 0.290 -3.541
P 1.223 -0.880 -2.508
C 2.900 -0.195 -2.449
C 3.571 0.254 -3.587
C 4.835 0.806 -3.476
C 5.445 0.906 -2.230
C 4.789 0.456 -1.095
C 3.517 -0.091 -1.206
C 1.355 -2.387 -3.515
C 2.477 -3.206 -3.388
C 2.532 -4.424 -4.048
C 1.466 -4.840 -4.833
C 0.346 -4.031 -4.961
C 0.284 -2.810 -4.303
N -1.747 -0.403 -2.198
H -4.462 0.176 -0.767
H -4.842 -1.382 -1.511
H -2.967 -3.945 1.755
H -2.699 -6.315 1.164
H -2.559 -6.998 -1.210
H -2.680 -5.290 -2.994
H -2.921 -2.913 -2.419
H -2.430 -1.771 2.963
H -3.771 -1.614 5.003
H -6.204 -1.164 4.860
H -7.273 -0.858 2.652
H -5.939 -1.004 0.603
H -4.443 0.058 -4.030
H -2.102 0.614 -5.306
H 0.528 1.289 -3.178
H 0.547 0.233 -4.593
H 3.104 0.169 -4.561
H 5.351 1.156 -4.360
H 6.436 1.332 -2.149
H 5.263 0.531 -0.125
H 2.996 -0.435 -0.318
H 3.314 -2.886 -2.779
H 3.412 -5.047 -3.954
H 1.512 -5.789 -5.351
H -0.483 -4.346 -5.582
H -0.598 -2.189 -4.405
C 4.472 3.667 3.775
C 3.216 2.863 3.592
C 1.971 3.427 3.872
C 0.806 2.697 3.726
C 0.877 1.381 3.284
C 2.101 0.800 2.999
C 3.263 1.545 3.157
S -0.632 0.480 3.070
O -1.432 1.256 2.121
O -1.203 0.226 4.365
N -0.261 -0.817 2.240
C 0.197 -2.031 2.712
C 0.480 -2.368 4.017
C 0.932 -3.662 4.345
C 1.105 -4.621 3.389
C 0.825 -4.314 2.037
C 0.981 -5.252 0.992
C 0.685 -4.899 -0.293
C 0.233 -3.594 -0.544
N 0.091 -2.687 0.398
C 0.372 -3.023 1.695
H 4.379 4.648 3.307
H 5.333 3.161 3.341
H 4.673 3.826 4.836
H 1.915 4.456 4.206
H -0.155 3.145 3.944
H 2.155 -0.224 2.653
H 4.221 1.090 2.935
H 0.339 -1.634 4.798
H 1.144 -3.889 5.381
H 1.454 -5.613 3.644
H 1.334 -6.248 1.229
H 0.785 -5.590 -1.117
H -0.023 -3.297 -1.552
C -3.439 4.833 0.839
C -2.167 4.072 0.497
S -2.495 2.664 -0.564
O -1.137 1.986 -0.699
C -2.764 3.432 -2.170
C -1.559 4.176 -2.715
H -3.200 5.656 1.512
H -4.162 4.189 1.339
H -3.911 5.263 -0.045
H -1.722 3.599 1.374
H -1.406 4.686 0.019
H -3.648 4.064 -2.061
H -3.031 2.585 -2.808
H -1.327 5.074 -2.145
H -1.762 4.476 -3.743
H -0.681 3.531 -2.714
Br 0.785 6.133 1.633
C 2.612 5.853 1.224
C 3.512 6.825 1.644
C 4.861 6.688 1.366
C 5.314 5.577 0.669
C 4.417 4.608 0.253
C 3.058 4.737 0.525
I 1.777 3.236 -0.142
H 3.145 7.687 2.183
H 5.554 7.451 1.694
H 6.367 5.464 0.447
H 4.765 3.741 -0.292
*
```

Summary:
Frontier orbital gap ... 7.312 eV
Strongest force on any atom ... 0.0047 Eh/bohr
Relative energy (zero: lowest compared OMol25 entry of this formula, charge and spin) ... 2.4 kJ/mol

Atomic partial charges in e from the Löwdin method, atoms 1 to 99: 1.7367, -0.2751, 1.0127, -0.3492, -0.0788, -0.0675, -0.0729, -0.0675, -0.0861, -0.3463, -0.1015, -0.0507, -0.0589, -0.0657, -0.0762, -0.4399, -0.0636, -0.0635, -0.4335, -0.2776, 0.9855, -0.3968, -0.0756, -0.0658, -0.0739, -0.0885, -0.1370, -0.3763, -0.0930, -0.0764, -0.0788, -0.0736, -0.0873, -0.1562, 0.0809, 0.1061, 0.1042, 0.1131, 0.1104, 0.1095, 0.1002, 0.0785, 0.1160, 0.1109, 0.1097, 0.1000, 0.1051, 0.1052, 0.0773, 0.0983, 0.1123, 0.1094, 0.1083, 0.1054, 0.0873, 0.1072, 0.1080, 0.1064, 0.1079, 0.0970, -0.0288, -0.2671, -0.0508, -0.0610, -0.2895, -0.0699, -0.0400, 0.5361, -0.4106, -0.2753, -0.3333, -0.3007, -0.0075, -0.0568, -0.0377, -0.1503, 0.0129, -0.0277, -0.1511, -0.0154, -0.1634, 0.0609, 0.0818, 0.0918, 0.1135, 0.1233, 0.1026, 0.1142, 0.1092, 0.1124, 0.1147, 0.1262, 0.1159, 0.0803, -0.1110, -0.4103, 0.9380, -0.8143, -0.3564


Record 2
This record from the Open Molecules 2025 dataset describes 2 unconnected molecules or ions with the total composition C2H5NSi. The level of theory is wB97M-V/def2-TZVPD.

Geometry as ORCA input:
```
! RIJCOSX wB97M-V def2-TZVPD def2/J DEFGRID3
* xyz 0 1
C 1.126 -0.545 -0.338
C 2.085 -0.712 0.508
N 0.290 -0.740 -1.166
Si -1.673 2.491 0.660
H 2.244 -0.064 1.309
H 3.051 -1.124 0.271
H 0.204 -0.398 -2.093
H -0.240 2.891 1.047
H -1.982 3.792 -0.102
*
```

Summary:
Frontier orbital gap ... 7.709 eV
Strongest force on any atom ... 0.0364 Eh/bohr
Relative energy (zero: lowest compared OMol25 entry of this formula, charge and spin) ... 359.6 kJ/mol

The net atomic charges from Löwdin, expressed in e, are: -0.2960, -0.0187, 0.1646, 0.5188, 0.0231, 0.0577, 0.0672, -0.2574, -0.2594


Record 3
This record from the Open Molecules 2025 dataset describes a gas-phase ion, C4H10NOS (charge +1). The level of theory is wB97M-V/def2-TZVPD.

Geometry as ORCA input:
```
! RIJCOSX wB97M-V def2-TZVPD def2/J DEFGRID3
* xyz 1 1
C -2.271 -0.492 0.824
S -1.603 -0.537 -0.987
C -0.390 0.733 -0.875
O -0.769 1.906 -0.278
N 0.941 0.283 0.132
C 1.307 -1.156 0.322
C 2.152 -0.224 -0.487
H -2.545 0.515 0.975
H -1.535 -0.775 1.580
H -3.052 -1.310 0.720
H 0.160 0.808 -1.801
H -0.495 2.747 -0.703
H 0.811 0.825 1.080
H 0.625 -1.747 -0.177
H 1.617 -1.471 1.265
H 2.938 0.281 -0.025
H 2.106 -0.386 -1.564
*
```

Summary:
SMILES ... CS[C@@H](O)[NH+]1CC1
Frontier orbital gap ... 10.581 eV
Strongest force on any atom ... 0.0752 Eh/bohr
Relative energy (zero: lowest compared OMol25 entry of this formula, charge and spin) ... 299.5 kJ/mol

The net atomic charges from Löwdin, expressed in e, are: -0.2494, 0.9345, -0.5952, -0.0306, -0.0427, -0.0299, -0.0287, 0.0120, 0.0385, 0.0676, 0.1067, 0.1494, 0.2330, 0.0640, 0.1138, 0.1153, 0.1417


Record 4
This record from the Open Molecules 2025 dataset describes C2H6N2O2 in the gas phase. The level of theory is wB97M-V/def2-TZVPD.

Geometry as ORCA input:
```
! RIJCOSX wB97M-V def2-TZVPD def2/J DEFGRID3
* xyz 0 1
C -2.841 0.188 -0.001
O -1.627 -0.549 0.044
N -0.568 0.356 -0.085
C 0.515 -0.240 0.031
N 1.705 0.496 0.216
O 2.855 -0.224 -0.222
H -3.550 -0.670 -0.278
H -3.110 0.724 0.994
H -2.822 0.893 -0.978
H 0.653 -1.307 0.107
H 1.701 1.411 -0.174
H 3.298 -0.524 0.660
*
```

Summary:
SMILES ... CO/N=C/NO
Frontier orbital gap ... 9.621 eV
Strongest force on any atom ... 0.0549 Eh/bohr
Relative energy (zero: lowest compared OMol25 entry of this formula, charge and spin) ... 497.4 kJ/mol

The net atomic charges from Löwdin, expressed in e, are: -0.1394, -0.2357, 0.0256, -0.1911, -0.0621, -0.0973, 0.0925, 0.0989, 0.1146, 0.1370, 0.1138, 0.1433